(1)
Below is one molecule with the formula C9H16Si in a non-equilibrium geometry, with properties calculated with the ωB97M-V functional and the def2-TZVPD basis.

Values from the calculation:
E_HOMO: -9.135 eV
SMILES string: C=C[C@@H]1C[C@@H]2[C@H](C)[C@]2([SiH3])C1
spin multiplicity: 1
max |F|: 0.094 hartree/bohr

```
26
Properties=species:S:1:pos:R:3:mulliken_charge:R:1
C -2.491 -0.649 -1.404 -0.659
C -2.266 -0.529 -0.096 -0.845
C -1.005 -1.077 0.482 0.357
C -0.563 -0.210 1.731 -1.472
C 0.884 0.289 1.337 -0.125
C 0.854 1.355 0.243 -0.334
C -0.344 2.037 -0.321 -1.451
C 1.195 -0.137 -0.043 0.731
Si 2.937 -0.562 -0.554 0.199
C 0.119 -1.078 -0.557 -1.381
H -3.424 -0.135 -1.822 0.272
H -1.874 -1.360 -1.956 0.331
H -2.775 0.207 0.467 0.471
H -1.087 -2.077 0.796 0.549
H -1.263 0.483 1.986 0.532
H -0.520 -0.886 2.530 0.411
H 1.680 0.284 2.133 0.332
H 1.728 1.981 0.163 0.525
H -1.148 1.423 -0.197 0.307
H -0.230 2.283 -1.363 0.325
H -0.513 3.024 0.168 0.333
H 3.751 0.213 0.658 -0.077
H 2.971 -0.102 -1.981 -0.080
H 3.143 -1.892 -0.195 -0.134
H 0.508 -2.067 -0.722 0.426
H -0.269 -0.818 -1.482 0.458
```

---

(2)
Below is a 2-piece molecular cluster, C9H16Si2 overall in a non-equilibrium geometry, with properties calculated with the ωB97M-V functional and the def2-TZVPD basis.

Values from the calculation:
E_HOMO: -8.119 eV
spin multiplicity: 1
max |F|: 0.073 hartree/bohr

```
27
Properties=species:S:1:pos:R:3:mulliken_charge:R:1
C 3.879 -2.437 0.840 -0.330
C 3.117 -2.595 1.934 -0.479
C 3.319 -2.242 -0.428 -0.570
C 1.817 -2.268 1.916 -0.402
C 1.941 -1.901 -0.476 -0.134
C 1.196 -1.813 0.743 0.354
C -1.529 -2.457 0.039 -1.187
C -0.324 2.287 -1.142 -0.765
C -2.212 4.723 -0.269 -0.978
Si -0.594 -0.998 0.755 0.048
Si -2.084 2.788 -0.463 0.535
H 4.988 -2.474 0.930 0.312
H 3.575 -2.966 2.826 0.358
H 3.954 -2.146 -1.344 0.288
H 1.282 -2.402 2.828 0.301
H 1.380 -1.579 -1.352 0.340
H -0.986 -3.095 -0.603 0.404
H -1.823 -3.167 0.842 0.318
H -2.401 -2.203 -0.443 0.418
H 0.378 3.129 -1.032 0.324
H 0.116 1.336 -0.533 -0.023
H -0.395 1.938 -2.135 0.309
H -1.378 5.416 -0.354 0.345
H -2.872 4.885 -1.065 0.304
H -2.774 4.853 0.737 0.221
H -2.393 2.359 0.805 -0.168
H -3.014 2.097 -1.363 -0.143
```

---

(3)
Below is C9H17AuClI2N2OP as an isolated structure in a non-equilibrium geometry, with properties calculated with the ωB97M-V functional and the def2-TZVPD basis.

Values from the calculation:
E_HOMO (alpha / beta): -14.795 / -14.750 eV
charge: +2
spin multiplicity: 3
max |F|: 0.085 hartree/bohr

```
34
Properties=species:S:1:pos:R:3:mulliken_charge:R:1
I -2.955 -1.784 0.114 -0.010
I -0.475 1.840 -2.292 0.227
Au -1.228 -0.031 -0.613 0.800
P -0.097 -1.655 -2.413 0.599
C -1.813 -1.622 -3.176 -0.814
C 0.989 -1.220 -3.807 -1.057
H 1.245 -3.552 -1.850 0.420
H 0.136 -4.006 -3.160 0.430
H -0.464 -3.870 -1.488 0.331
C 0.221 -3.435 -2.221 -1.086
H 2.022 -1.308 -3.452 0.429
H 0.878 -1.872 -4.687 0.408
H -1.897 -2.248 -4.095 0.399
H -2.042 -0.562 -3.390 0.332
H 0.814 -0.179 -4.095 0.317
H -2.535 -1.968 -2.391 0.199
C -2.397 0.788 0.888 0.164
O -2.699 1.467 1.762 -0.075
Cl 1.373 -0.853 -0.853 -0.199
C 0.004 4.027 3.331 -1.141
C 0.422 2.730 2.795 0.578
C 1.050 1.647 3.371 -0.870
C 0.990 0.591 2.451 0.567
N 0.344 1.014 1.340 -0.272
N 0.079 2.318 1.543 -0.010
C 1.681 -0.706 2.633 -1.180
H -0.596 3.974 4.253 0.314
H 0.906 4.593 3.586 0.316
H -0.599 4.523 2.564 0.312
H 1.504 1.612 4.354 0.432
H -0.534 2.832 0.899 0.231
H 2.747 -0.468 2.784 0.321
H 1.361 -1.247 3.538 0.343
H 1.563 -1.370 1.776 0.245
```

---

(4)
Below is C9H17Cl3MgN10O7P2Si as an isolated structure, with properties calculated with the ωB97M-V functional and the def2-TZVPD basis.

Values from the calculation:
E_HOMO: -3.222 eV
charge: -2
spin multiplicity: 1
max |F|: 0.008 hartree/bohr

```
50
Properties=species:S:1:pos:R:3:mulliken_charge:R:1
Mg -1.090 0.066 -0.180 1.426
N -3.984 -0.528 1.670 -0.079
C -3.422 -1.596 0.997 0.405
N -3.865 -2.835 1.155 -0.587
N -3.082 -3.570 0.341 -0.782
N -2.231 -2.819 -0.267 -0.198
N -2.417 -1.534 0.122 0.142
C -3.398 0.716 1.798 0.438
N -3.840 1.657 2.620 -0.585
N -2.997 2.689 2.419 -0.825
N -2.116 2.378 1.534 -0.393
N -2.342 1.115 1.106 0.392
H -4.660 -0.771 2.373 0.284
C 1.986 3.111 -0.782 -1.729
C 0.977 1.983 -0.878 1.138
O 0.283 1.744 0.354 -0.732
P -0.296 2.217 -2.181 0.894
O 0.440 2.111 -3.560 -0.519
O -0.883 3.673 -2.135 -0.365
O -1.358 1.213 -1.887 -0.789
P 1.721 0.329 -1.278 0.791
O 3.009 0.170 -0.318 -0.577
O 2.188 0.375 -2.701 -0.906
O 0.689 -0.664 -0.823 -0.503
H 1.489 4.058 -0.564 0.458
H 2.527 3.230 -1.723 0.294
H 2.698 2.896 0.016 0.397
H -0.317 2.467 0.640 0.522
H 1.160 1.410 -3.484 0.423
H -0.348 4.369 -2.576 0.136
H 3.792 0.441 -0.811 0.352
C 1.908 -3.820 2.383 -1.878
C 0.548 -3.586 1.712 2.484
C -0.528 -4.486 2.334 -1.579
C 0.646 -3.840 0.204 -1.535
C 0.168 -2.183 1.950 -0.239
N -0.120 -1.088 2.144 -0.534
H 2.210 -4.857 2.221 0.421
H 1.855 -3.635 3.457 0.404
H 2.665 -3.164 1.953 0.369
H -0.244 -5.530 2.182 0.416
H -1.495 -4.314 1.861 0.266
H -0.621 -4.303 3.405 0.372
H 0.925 -4.886 0.053 0.519
H 1.394 -3.194 -0.252 0.228
H -0.310 -3.645 -0.280 0.342
Cl 0.977 5.960 -3.392 -0.361
Si 3.082 5.879 -4.183 0.117
Cl 2.735 7.189 -5.909 -0.373
Cl 3.896 7.403 -2.838 -0.362
```

---

(5)
Below is one molecule with the formula C9H17ClO2 in a non-equilibrium geometry, with properties calculated with the ωB97M-V functional and the def2-TZVPD basis.

Values from the calculation:
E_HOMO: -10.151 eV
SMILES string: CCCC[C@@H](CC)COC(=O)Cl
spin multiplicity: 1
max |F|: 0.075 hartree/bohr

```
29
Properties=species:S:1:pos:R:3:mulliken_charge:R:1
C -2.451 -2.223 -0.560 -0.893
C -2.997 -0.855 -0.873 -0.011
C -3.353 0.016 0.393 -0.863
C -2.015 0.241 1.098 -1.816
C -0.702 0.615 0.381 1.200
C -0.983 1.848 -0.516 -0.448
C 0.236 2.469 -1.286 -1.064
C 0.462 0.836 1.402 -0.824
O 1.848 0.496 0.914 -0.263
C 1.930 -0.698 0.120 0.580
O 1.114 -1.601 0.093 -0.474
Cl 3.613 -0.631 -0.424 -0.149
H -2.420 -2.919 -1.364 0.344
H -1.365 -2.002 -0.159 0.011
H -2.848 -2.872 0.212 0.310
H -2.168 -0.249 -1.406 0.076
H -3.925 -0.715 -1.647 0.272
H -3.579 1.009 0.023 0.353
H -4.100 -0.465 0.996 0.460
H -2.184 0.981 1.852 0.492
H -1.815 -0.642 1.577 0.650
H -0.426 -0.292 -0.176 0.153
H -1.795 1.308 -1.263 0.203
H -1.653 2.753 -0.139 0.283
H 0.942 3.173 -0.648 0.229
H 0.844 1.593 -1.681 0.209
H -0.228 3.172 -2.088 0.378
H 0.303 0.266 2.374 0.319
H 0.538 1.980 1.729 0.284
```

---

(6)
Below is an isolated ion of composition C9H17INO and charge +1 in a non-equilibrium geometry, with properties calculated with the ωB97M-V functional and the def2-TZVPD basis.

Values from the calculation:
E_HOMO (alpha / beta): -12.714 / -12.702 eV
charge: +1
spin multiplicity: 1
max |F|: 0.110 hartree/bohr

```
29
Properties=species:S:1:pos:R:3:mulliken_charge:R:1
C 1.102 1.878 -0.335 -0.726
C -0.371 1.883 -0.753 -1.092
C 1.854 0.644 -0.694 -0.593
C -1.096 0.732 -0.030 1.513
C 0.490 -1.394 0.042 0.903
C -1.136 0.814 1.408 -1.798
C -2.500 0.601 -0.505 -1.742
C 1.011 -2.564 -0.701 -1.404
C 0.853 -1.501 1.450 -1.790
N -0.449 -0.577 -0.534 0.678
O -0.674 -0.732 -1.782 -0.572
I 3.625 0.235 0.216 0.375
H 1.564 2.597 -0.895 0.516
H 1.299 2.089 0.684 0.529
H -0.875 2.834 -0.481 0.397
H -0.552 1.629 -1.805 0.509
H 1.747 0.216 -1.690 0.546
H -1.598 -0.007 2.029 0.412
H -1.762 1.613 1.825 0.416
H -0.146 0.955 1.967 0.232
H -2.719 0.526 -1.669 0.331
H -3.129 1.432 -0.180 0.423
H -2.948 -0.430 -0.363 0.378
H 1.862 -2.305 -1.252 0.311
H 0.261 -2.867 -1.384 0.408
H 1.217 -3.405 -0.007 0.410
H 0.774 -0.638 2.181 0.207
H 1.808 -1.822 1.483 0.715
H 0.487 -2.436 1.776 0.509
```

---

(7)
Below is a 2-piece molecular cluster, C9H17N overall in a non-equilibrium geometry, with properties calculated with the ωB97M-V functional and the def2-TZVPD basis.

Values from the calculation:
E_HOMO (alpha / beta): -5.342 / -8.772 eV
spin multiplicity: 3
max |F|: 0.170 hartree/bohr

```
27
Properties=species:S:1:pos:R:3:mulliken_charge:R:1
C 2.297 1.788 0.487 -0.208
C -0.785 -0.149 0.957 1.127
C -0.975 0.172 -0.556 1.157
C 0.372 0.453 0.176 -0.451
C -0.414 -1.647 1.256 -1.210
C -1.406 0.681 2.025 -1.569
C -1.672 1.592 -0.790 -1.955
C -0.962 -0.824 -1.701 -1.281
C 2.674 -1.156 -1.046 -0.966
N 1.148 1.398 0.388 -0.040
H 2.782 2.756 0.783 0.234
H 2.150 -1.916 -1.555 0.308
H -1.227 -2.331 1.481 0.319
H 0.350 -1.668 2.018 0.374
H 0.260 -1.922 0.343 0.190
H -1.564 1.727 1.706 0.311
H -0.722 0.769 2.913 0.332
H -2.370 0.328 2.260 0.408
H -2.733 1.471 -0.483 0.328
H -1.434 1.861 -1.830 0.503
H -1.326 2.421 -0.300 0.463
H -1.702 -0.474 -2.495 0.417
H -1.321 -1.798 -1.303 0.308
H 0.053 -0.912 -2.160 0.170
H 2.304 -0.215 -1.340 0.213
H 3.791 -1.160 -1.246 0.301
H 2.431 -1.242 0.012 0.217
```

---

(8)
Below is a 2-piece molecular cluster, C9H17N2 overall in a non-equilibrium geometry, with properties calculated with the ωB97M-V functional and the def2-TZVPD basis.

Values from the calculation:
E_HOMO: -13.890 eV
charge: +1
spin multiplicity: 1
max |F|: 0.022 hartree/bohr

```
28
Properties=species:S:1:pos:R:3:mulliken_charge:R:1
C -0.253 1.683 -0.208 -0.263
C -1.727 2.095 -0.195 -0.806
C 0.011 0.625 -1.282 -1.099
C -2.634 0.878 0.000 -0.567
C -0.896 -0.592 -1.087 -0.130
C -2.369 -0.180 -1.074 -0.951
H 0.010 1.263 0.781 0.233
H 0.389 2.569 -0.379 0.269
H -1.973 2.574 -1.162 0.371
H -1.908 2.838 0.605 0.348
H 1.074 0.316 -1.260 0.461
H -0.190 1.067 -2.277 0.413
H -3.696 1.187 -0.022 0.300
H -2.432 0.436 0.995 0.282
H -0.649 -1.071 -0.120 0.360
H -0.714 -1.335 -1.887 0.236
H -3.011 -1.066 -0.903 0.363
H -2.633 0.240 -2.063 0.394
C 2.474 -0.481 1.944 -0.304
C 3.179 -1.656 1.950 -0.428
C 1.801 -1.693 0.204 -0.065
N 1.637 -0.539 0.857 0.169
N 2.740 -2.376 0.867 -0.057
H 2.505 0.375 2.617 0.434
H 3.945 -2.026 2.631 0.391
H 1.273 -2.015 -0.693 0.324
H 0.968 0.200 0.571 0.037
H 3.078 -3.316 0.591 0.285
```